ORCA calculation (ωB97M-V/def2-TZVPD) on a single C23H27FN2O2 molecule.

Structure (ORCA input):
```
! RIJCOSX wB97M-V def2-TZVPD def2/J DEFGRID3
* xyz 0 1
C 2.09942 3.42294 -2.52546
H 3.85397 0.65673 -3.40698
H 0.88593 0.02110 -1.19730
H -3.00189 -2.63871 0.44166
H -0.27242 3.56783 -0.16522
H -1.92822 0.47673 -2.31212
H 0.72407 3.95405 -4.07401
O -2.31733 -2.19894 -1.68050
H -2.53733 -1.77125 1.92721
C 2.65918 3.64442 -1.26528
C -0.52211 1.06903 0.04006
H 1.00891 4.99823 1.44166
C -1.10127 -0.17861 -2.02122
H -2.67546 -5.36936 0.38793
H 2.14821 3.63110 1.50046
H 0.18600 -0.61317 1.14353
H 1.53800 5.44402 -0.89169
C -0.01213 0.62699 -1.33234
F -3.93769 -7.28338 1.58103
H -2.24533 -5.44158 5.30148
H -1.44477 1.64604 -0.07915
C -2.33977 -5.42548 4.22619
C 1.03613 4.31835 -3.09814
C -2.16489 -2.20927 0.99708
H -1.11016 -3.69362 3.99805
O 1.42037 1.44550 1.41558
C 3.65001 2.78730 -0.80173
H -1.30024 0.09134 1.79758
N -1.59864 -1.15866 0.17713
H 4.84909 1.05816 -1.17434
C -1.70194 -4.44139 3.49072
C -0.78593 -0.18192 0.86924
H -3.60316 -7.17038 4.14239
C -1.70754 -1.27880 -1.16670
H -0.30748 -2.90331 1.86318
C -1.80665 -4.40671 2.10573
C 2.19570 4.75723 -0.36032
H 1.41252 5.33352 -3.22168
H -0.72761 -0.64540 -2.93382
H 0.26262 1.48914 -1.94283
C 3.52728 1.49095 -2.80421
C -2.57106 -5.37170 1.46179
C 0.54738 1.91932 0.72070
C -1.14885 -3.32099 1.30796
H 3.05682 5.32569 -0.00316
H 0.15624 4.36038 -2.45638
C 4.08294 1.71500 -1.55726
N 0.43541 3.24226 0.47373
H 4.08489 2.96348 0.17077
C 2.55040 2.34529 -3.27974
H 2.12207 2.17118 -4.25709
C -3.09877 -6.39265 3.59164
C -3.19987 -6.34495 2.21308
H -0.78426 -3.71921 0.35978
C 1.45919 4.18616 0.86131
*
```

As for the gap between HOMO and LUMO: 9.427 eV. As for the strongest force on any atom: 0.013 Eh/bohr. As for the structure (SMILES): Cc1ccccc1CCNC(=O)[C@H]1CCC(=O)N(CCc2cccc(F)c2)C1. The calculated total energy comes out at -34083.813 eV. The calculation puts the energy above the lowest of the compared OMol25 structures with the same formula, charge and spin at 0.037 eV.